(1)
64
Properties=species:S:1:pos:R:3:forces:R:3 method="wB97M-V/def2-TZVPD" orbital_gap_ev="7.28 / 7.03" charge=-1 e_homo_ev="-5.9 / -5.8" s_squared=2.0079 lumo_energy_ev="1.405 / 1.179" spin_multiplicity=3
Pd -0.123444 -0.344382 0.134706 0.213 0.055 0.601
Cl -0.688501 4.531401 5.582126 0.021 -0.116 -0.068
C -0.394057 3.147688 4.548792 -0.018 -0.008 0.091
C -0.298965 1.862232 5.120443 -0.013 0.065 0.083
C -0.077464 0.767138 4.341321 -0.004 0.003 -0.060
C 0.053373 0.861803 2.915668 -0.030 -0.035 -0.022
O 0.198112 -0.206475 2.241813 0.010 -0.025 0.057
C -0.005759 2.182444 2.369089 -0.061 0.203 -0.095
C 0.247867 2.496114 0.996183 0.122 -0.071 0.083
O 0.589182 1.736927 0.083824 -0.225 0.028 -0.257
C -0.246146 3.297994 3.207178 -0.014 0.005 -0.023
H -0.409649 1.755701 6.192528 0.003 -0.003 -0.004
H -0.014767 -0.223246 4.772433 0.001 -0.002 0.003
H 0.167585 3.567065 0.747515 0.071 0.000 0.008
H -0.301073 4.284608 2.762248 0.006 -0.004 -0.004
O 6.605017 0.937943 -3.841829 0.083 -0.013 -0.027
N 5.415847 1.140638 -4.005432 -0.211 -0.084 0.232
O 4.951421 1.810388 -4.909857 0.007 0.028 -0.068
C 4.487249 0.548389 -3.048970 0.195 0.099 -0.199
C 4.976153 -0.242113 -2.018452 0.083 -0.009 -0.053
C 4.102088 -0.811802 -1.140304 0.039 -0.179 0.306
C 2.669167 -0.595997 -1.152549 0.091 0.095 -0.126
O 1.932708 -1.004098 -0.232083 -0.087 -0.038 -0.026
C 2.259728 0.188509 -2.301043 -0.508 0.082 -0.044
C 3.132947 0.756267 -3.197691 0.037 0.012 0.024
N 0.838278 0.426177 -2.596554 0.414 -0.212 0.121
O 0.006784 -0.375020 -2.154017 0.030 0.172 -0.125
O 0.544805 1.354880 -3.311200 -0.064 -0.068 0.025
N 4.700274 -1.692701 -0.116236 -0.176 0.094 -0.303
O 4.026565 -2.597356 0.319975 0.007 -0.044 0.041
O 5.863845 -1.485244 0.186603 0.037 0.053 0.097
H 6.036633 -0.416449 -1.913791 -0.018 -0.003 0.002
H 2.756993 1.353244 -4.014509 -0.009 -0.008 0.012
C -3.068325 -1.183448 3.245034 0.007 -0.010 0.035
C -4.274303 -1.074399 2.324843 0.013 -0.033 -0.162
C -4.701363 0.374935 2.143243 -0.006 0.059 0.048
C -5.426559 -1.906956 2.862525 -0.051 -0.031 0.048
O -4.009439 -1.657809 1.018929 -0.004 -0.013 0.192
P -2.745713 -1.388957 0.083884 -0.047 0.004 -0.136
O -3.010713 -1.956168 -1.247553 -0.113 0.028 0.081
O -2.263143 0.043842 0.271577 0.062 -0.070 -0.023
O -1.487982 -2.178661 0.811282 0.067 -0.050 -0.342
C -1.118942 -3.575393 0.573813 -0.081 0.224 0.076
C -0.109500 -3.867684 1.669479 0.064 -0.059 0.043
C -0.483602 -3.703330 -0.799746 0.066 -0.078 -0.061
C -2.352458 -4.453832 0.709847 -0.011 -0.073 0.001
H -3.330869 -0.772212 4.222661 0.009 -0.013 -0.003
H -2.214900 -0.634798 2.855446 0.024 0.025 -0.044
H -2.770409 -2.225608 3.373157 -0.012 -0.006 -0.008
H -4.965974 0.803467 3.112877 -0.015 -0.004 -0.008
H -5.571960 0.429871 1.487521 0.010 -0.009 -0.006
H -3.894681 0.959777 1.705983 0.018 -0.017 -0.006
H -5.727465 -1.543002 3.846843 -0.001 0.002 -0.003
H -5.127632 -2.952413 2.951802 0.005 0.003 -0.003
H -6.281853 -1.848328 2.188674 0.007 0.000 -0.007
H 0.739860 -3.185932 1.603472 -0.009 0.006 -0.037
H 0.256229 -4.891779 1.571064 0.009 0.005 0.019
H -0.567974 -3.746888 2.652237 -0.013 -0.006 -0.005
H 0.397277 -3.060669 -0.875069 -0.020 0.002 0.035
H -1.193314 -3.432425 -1.578902 -0.018 0.012 0.012
H -0.155638 -4.735418 -0.945656 -0.005 0.003 -0.024
H -2.814303 -4.315829 1.689123 0.008 0.003 0.005
H -2.056931 -5.500302 0.609045 -0.010 -0.001 0.013
H -3.086119 -4.220820 -0.061062 0.016 0.027 -0.012

=====

(2)
12
Properties=species:S:1:pos:R:3:forces:R:3 method="wB97M-V/def2-TZVPD" orbital_gap_ev=9.57 smiles="CNC(C)=O" e_homo_ev=-8.7 lumo_energy_ev=0.821
C -1.913389 -0.120747 -0.287259 1.917 -4.366 0.696
N -0.570344 0.075251 0.329885 0.654 3.238 -0.148
C 0.552872 -0.068464 -0.423818 -0.100 0.498 0.176
C 1.804529 0.354267 0.305678 0.236 -0.057 0.020
O 0.526054 -0.403974 -1.599163 -0.111 0.038 0.415
H -1.449454 -1.109718 -0.004422 -2.851 -1.823 -1.967
H -1.949466 -0.156238 -1.367505 0.049 0.816 0.133
H -2.793885 -0.281370 0.311661 -0.128 1.419 0.409
H -0.541782 0.275982 1.304829 0.325 0.383 0.314
H 1.858018 1.448515 0.279910 0.039 -0.180 0.010
H 2.678931 -0.048879 -0.202153 -0.060 -0.007 0.060
H 1.797919 0.035377 1.352354 0.032 0.041 -0.118

=====

(3)
22
Properties=species:S:1:pos:R:3:forces:R:3 method="wB97M-V/def2-TZVPD" orbital_gap_ev="3.95 / 8.27" charge=+1 e_homo_ev="-6.6 / -15.4" s_squared=2.0019 lumo_energy_ev="-2.609 / -7.084" spin_multiplicity=3
Ag -0.003366 0.033644 -0.016597 0.840 -0.573 0.504
O 0.060544 -0.928216 2.089293 -0.150 0.425 -0.232
H -0.550596 -1.651156 2.231073 -0.587 -0.669 0.042
H 0.727334 -1.041306 2.766663 0.757 0.087 0.381
O -1.511476 1.759154 -0.931537 0.094 0.239 -0.048
H -1.656606 1.851834 -1.873117 0.091 0.071 -0.499
H -2.319616 2.080164 -0.531407 -0.483 0.009 0.276
O 0.565544 -2.040026 -0.704127 -0.398 0.353 0.057
H 1.230824 -2.474686 -1.237707 0.717 0.069 -0.590
H 0.169324 -2.745596 -0.192847 -0.547 -0.446 0.569
O 0.649374 0.300964 -2.181607 -0.200 0.469 -0.292
H 0.133964 -0.235126 -2.784257 -0.456 -0.377 -0.311
H 1.487424 0.424714 -2.627247 0.677 0.228 0.010
O -2.164476 -0.974936 0.161863 0.157 0.026 0.018
H -2.899326 -1.261166 -0.380617 -0.408 -0.151 -0.575
H -2.432876 -1.180536 1.057373 -0.253 -0.096 0.697
O 2.486794 0.549544 0.215673 -0.244 -0.019 0.062
H 2.975814 1.353284 0.039363 0.154 0.499 -0.076
H 3.158774 -0.127256 0.297133 0.258 -0.444 0.083
O -0.090496 1.765094 1.344743 -0.250 0.217 0.005
H -0.516136 2.606214 1.178703 -0.329 0.401 -0.505
H 0.499254 1.935404 2.079193 0.558 -0.316 0.422

=====

(4)
14
Properties=species:S:1:pos:R:3:forces:R:3 method="wB97M-V/def2-TZVPD" orbital_gap_ev=10.05 smiles=OC(O)n1ccnc1 e_homo_ev=-9.5 lumo_energy_ev=0.556
O -2.011915 -0.316018 -1.176035 1.625 -1.621 2.805
C -1.332467 -0.575155 0.273299 0.279 3.412 -4.739
O -1.909414 0.366230 1.032550 0.792 1.949 1.609
N 0.082529 -0.290912 0.119720 -0.686 -0.277 -0.151
C 0.664231 0.899222 -0.304023 -0.476 0.417 -1.255
C 2.018466 0.638095 -0.309900 -0.546 0.491 0.475
N 2.257821 -0.637105 0.156018 0.653 0.971 -0.488
C 1.086120 -1.145678 0.373753 0.742 -1.192 0.226
H -2.068818 0.645237 -1.137617 -0.243 -0.015 -0.087
H -1.420211 -1.548400 0.615652 -0.865 -1.925 0.199
H -1.243677 1.122048 1.067137 -1.424 -1.168 0.276
H 0.037511 1.686205 -0.827797 1.071 -1.012 1.037
H 2.805959 1.345916 -0.558728 -0.173 -0.398 -0.014
H 1.033866 -2.189683 0.675966 -0.750 0.367 0.107

=====

(5)
10
Properties=species:S:1:pos:R:3:forces:R:3 method="wB97M-V/def2-TZVPD" orbital_gap_ev=10.07 smiles="[H]/N=P/N.N" e_homo_ev=-9.4 lumo_energy_ev=0.646
H -4.555331 -0.148565 0.411424 -0.327 -0.085 -0.140
N -3.679473 -0.627990 0.252114 -2.554 -0.349 0.922
P -2.571819 0.295617 -0.229462 3.167 -0.819 -0.402
N -1.361737 -0.926355 -0.037790 -0.759 4.104 -1.714
H -0.396482 -0.830661 -0.269148 0.412 -0.506 0.316
H -1.879639 -1.588143 0.447472 0.137 -2.332 1.047
N 1.975398 1.004229 -0.098930 -0.003 -0.491 2.688
H 2.415901 1.444133 0.736181 -0.708 -0.422 -1.050
H 1.122716 1.449809 -0.328119 -0.880 0.675 0.044
H 2.568770 1.112906 -0.854598 1.516 0.224 -1.711

=====

(6)
21
Properties=species:S:1:pos:R:3:forces:R:3 method="wB97M-V/def2-TZVPD" orbital_gap_ev="9.21 / 5.51" e_homo_ev="-9.4 / -8.2" lumo_energy_ev="-0.226 / -2.667"
C 1.075394 0.028312 -0.000667 0.212 -2.007 1.312
C 0.097559 1.510151 -1.211109 -0.465 2.060 -1.064
C 1.071100 1.445344 -0.251013 -1.970 0.720 -0.755
C -3.436970 -0.453369 -0.314788 -0.799 -1.277 -1.079
C 1.762683 2.522274 0.489209 0.318 -0.246 -1.898
C -3.342240 -1.979134 -0.216015 0.033 0.224 -2.598
C -2.630334 0.371241 0.503918 -0.922 -1.225 -1.339
N 0.243400 -0.629032 -0.791749 0.731 -0.116 0.962
N -4.306231 -0.111281 -1.202631 -0.219 -0.389 -0.645
N -0.249184 0.268179 -1.615781 -0.809 -0.173 -1.099
F -2.157259 -0.027691 1.651223 0.514 0.190 0.382
F -2.579253 1.643216 0.280980 0.179 1.253 0.511
H 1.498050 -0.533087 0.848702 0.202 0.532 -0.598
H -0.352700 2.364723 -1.780845 0.764 -0.813 0.842
H 2.617305 1.972787 0.772447 1.301 0.295 1.625
H 2.116494 3.309871 -0.176873 -0.033 -0.096 -0.299
H 1.168800 3.049005 1.200433 -0.291 -0.201 1.056
H -3.867518 -2.540363 -1.148649 1.723 1.765 1.996
H -2.307838 -2.231843 -0.038187 0.218 -0.629 -0.128
H -3.935002 -2.254716 0.577474 -1.144 -0.935 2.202
H -4.506756 0.814543 -1.519853 0.455 1.069 0.613

=====

ΔE to the lowest compared entry with this formula, charge and spin (computed, kcal/mol): 0.0; 62.5; 0.0; 45.3; 17.9; 73.8